1.
A single C19H16ClN3O3S molecule in a non-equilibrium geometry. Source: the OMol25 dataset; level of theory: the ωB97M-V functional and the def2-TZVPD basis.

Results
**Highest occupied orbital energy**: -8.4392 eV
**SMILES**: Cc1c(Cl)cccc1NC(=S)NC(=O)CCN1C(=O)c2ccccc2C1=O
**Relative energy (zero: lowest compared OMol25 entry of this formula, charge and spin)**: 0.0 kcal/mol
**E_LUMO**: -0.6 eV
**E_tot**: -53935.807 eV
**Orbital gap**: 7.87 eV
**Multiplicity**: 1

The geometry in XYZ format:
```
43
C19H16ClN3O3S | the OMol25 dataset | the ωB97M-V functional and the def2-TZVPD basis
C 2.34978 0.78748 -0.81351
C 1.82140 1.74231 0.21485
C 1.84181 3.11725 0.01944
Cl 2.44595 3.78395 -1.46469
C 1.37934 4.00969 0.97458
C 0.87819 3.52048 2.16560
C 0.82693 2.15926 2.39590
C 1.28483 1.27054 1.42959
N 1.19169 -0.11092 1.56641
C 0.67392 -0.87271 2.54184
S 0.43765 -0.50717 4.12487
N 0.30413 -2.16827 2.15171
C 0.28020 -2.67705 0.89031
O 0.89430 -2.18077 -0.04031
C -0.66361 -3.83984 0.67712
C -2.06174 -3.23500 0.40998
N -1.95033 -2.05546 -0.41772
C -1.63832 -2.08827 -1.77720
O -1.63741 -3.08244 -2.45232
C -1.33758 -0.68243 -2.14046
C -0.95225 -0.12395 -3.34112
C -0.68941 1.24338 -3.36353
C -0.81669 2.02066 -2.22275
C -1.20860 1.45947 -1.01122
C -1.46163 0.10344 -0.98977
C -1.82780 -0.78442 0.13184
O -1.97764 -0.53119 1.30169
H 3.13225 0.16001 -0.38718
H 1.56275 0.13872 -1.20023
H 2.77221 1.33156 -1.65258
H 1.41714 5.06983 0.78125
H 0.51829 4.20377 2.91847
H 0.42025 1.78357 3.31874
H 1.36038 -0.62747 0.69828
H -0.18184 -2.66389 2.88953
H -0.70146 -4.51010 1.53389
H -0.33380 -4.38444 -0.20830
H -2.69379 -3.96545 -0.09842
H -2.53150 -2.91892 1.34517
H -0.85046 -0.73274 -4.22572
H -0.37534 1.70645 -4.28674
H -0.59922 3.07647 -2.27097
H -1.30295 2.05462 -0.11632
```

=====

2.
A molecular structure, C19H16IN3O3PdS in a non-equilibrium geometry. Source: the OMol25 dataset; level of theory: the ωB97M-V functional and the def2-TZVPD basis.

Results
**Charge**: +1
**Highest occupied orbital energy (spin up / spin down)**: -10.9705 / -11.0369 eV
**Relative energy (zero: lowest compared OMol25 entry of this formula, charge and spin)**: 37.9 kcal/mol
**E_LUMO (spin up / spin down)**: -6.3 / -6.2 eV
**E_tot**: -52980.951 eV
**Orbital gap (spin up / spin down)**: 4.66 / 4.88 eV
**Multiplicity**: 2

The geometry in XYZ format:
```
44
C19H16IN3O3PdS | the OMol25 dataset | the ωB97M-V functional and the def2-TZVPD basis
Pd 0.58555 0.82055 -0.74228
C 2.79464 -3.10616 -1.04706
C 2.13090 -2.97119 0.27876
N 1.97545 -3.99351 1.07400
C 1.33872 -3.93236 2.22450
C 0.67378 -2.78140 2.62186
C -0.10013 -2.80662 3.92777
O 0.15960 -1.71773 4.77161
C 0.74491 -1.61786 1.81023
C 0.03561 -0.45479 2.14007
N -0.24125 0.60271 1.35367
C -1.14819 1.54461 1.73760
C -2.10515 1.30192 2.75501
C -3.03065 2.23944 3.13975
C -3.09186 3.47812 2.51195
C -2.19031 3.75847 1.49882
C -1.24306 2.82081 1.13949
I 0.18001 3.42968 -0.37563
C 1.64429 -1.67264 0.65504
O 2.00486 -0.66122 -0.00855
H 3.17992 -4.11362 -1.17284
H 3.60061 -2.37586 -1.12733
H 2.08683 -2.89483 -1.85130
H 1.37426 -4.82014 2.83668
H 0.08506 -3.75586 4.44245
H -1.16964 -2.74920 3.69007
H 1.00336 -1.83551 5.22384
H -0.32958 -0.42203 3.16205
H -2.11173 0.33735 3.23556
H -3.71826 2.00579 3.93661
H -3.82086 4.21451 2.80517
H -2.22611 4.71056 0.99559
O 1.65454 1.32387 -2.73674
N 0.87862 1.38962 -3.76449
C 1.25927 2.14057 -4.81544
C 0.48057 2.25893 -5.93761
C -0.73516 1.57858 -6.00052
C -1.11505 0.79813 -4.93163
C -0.30946 0.71713 -3.79383
S -0.81451 -0.19476 -2.41284
H 2.21203 2.63110 -4.69390
H 0.82243 2.87002 -6.75669
H -1.36732 1.66605 -6.86865
H -2.03756 0.23874 -4.93083
```